{
  "formula": "C31H26Br2F3N2",
  "method": "the ωB97M-V functional and the def2-TZVPD basis",
  "species": ["Br", "Br", "F", "F", "F", "N", "N", "C", "C", "C", "C", "C", "C", "C", "C", "C", "C", "C", "C", "C", "C", "C", "C", "C", "C", "C", "C", "C", "C", "C", "C", "C", "C", "C", "C", "C", "C", "C", "H", "H", "H", "H", "H", "H", "H", "H", "H", "H", "H", "H", "H", "H", "H", "H", "H", "H", "H", "H", "H", "H", "H", "H", "H", "H"],
  "xyz": [[7.417, 3.909, -2.486], [-4.982, 5.099, -2.556], [3.837, -4.976, 1.969], [4.961, -3.104, 2.160], [3.733, -3.823, 3.840], [-1.548, -1.632, -0.742], [-2.170, -1.294, 1.323], [-1.555, 2.584, -0.669], [-2.037, -1.119, 2.752], [-5.036, -3.411, 0.404], [-2.486, 3.205, 0.163], [-3.596, 4.048, -1.793], [4.578, 3.645, -2.377], [-3.507, 3.971, -0.394], [-1.708, 2.575, -2.059], [5.749, 2.901, -0.383], [0.255, -1.804, 1.011], [0.307, -3.175, 1.323], [-0.640, -1.892, -1.841], [2.577, -1.605, 1.668], [1.406, -1.011, 1.190], [3.332, 2.680, -0.522], [1.453, -3.762, 1.796], [0.934, 2.088, -0.706], [4.542, 2.512, 0.188], [-3.541, -2.950, -1.465], [-4.360, -2.485, 1.207], [-4.631, -3.639, -0.918], [3.783, -3.699, 2.470], [-0.387, 1.868, -0.030], [-2.910, -2.005, -0.674], [-2.732, 3.334, -2.643], [5.773, 3.451, -1.677], [-3.311, -1.777, 0.647], [3.367, 3.242, -1.821], [2.063, 2.267, 0.029], [-1.085, -1.446, 0.522], [2.580, -2.969, 1.951], [-0.609, 0.818, 0.020], [-5.163, -4.378, -1.515], [-0.583, -3.793, 1.194], [-4.577, -2.355, 2.265], [2.440, 3.378, -2.376], [1.465, -4.819, 2.026], [6.671, 2.776, 0.164], [0.085, -2.690, -1.603], [-1.572, -0.149, 2.934], [-1.399, -1.892, 3.211], [4.587, 4.104, -3.353], [-1.018, 2.010, -2.694], [-2.364, 3.110, 1.243], [1.373, 0.061, 0.956], [-3.035, -1.120, 3.193], [0.932, 2.251, -1.790], [-5.872, -3.971, 0.822], [3.482, -1.010, 1.812], [-0.251, 2.133, 1.031], [-3.146, -3.189, -2.453], [-4.208, 4.485, 0.252], [1.996, 2.137, 1.114], [-0.081, -0.975, -2.052], [-2.854, 3.372, -3.723], [-1.231, -2.154, -2.720], [4.508, 2.056, 1.186]],
  "lowdin_charge": [0.759, 0.743, 0.119, 0.142, 0.128, 0.018, 0.017, -0.224, 0.029, -0.044, -0.037, -0.677, -0.113, -0.112, -0.040, -0.114, -0.143, -0.005, 0.031, 0.039, 0.036, -0.230, 0.017, -0.080, -0.031, 0.008, 0.007, -0.046, -0.515, -0.168, -0.117, -0.106, -0.685, -0.120, -0.020, -0.076, -0.162, -0.097, 0.067, 0.119, 0.142, 0.116, 0.107, 0.139, 0.101, 0.116, 0.107, 0.113, 0.102, 0.111, 0.115, 0.084, 0.099, 0.096, 0.120, 0.135, 0.122, 0.118, 0.105, 0.117, 0.103, 0.105, 0.098, 0.114],
  "largest_force_ev_per_a": 2.64,
  "total_charge": 1,
  "homo_lumo_gap_ev": 7.1033
}

***

{
  "formula": "C31H26Cl2F2N10O2PV",
  "method": "the ωB97M-V functional and the def2-TZVPD basis",
  "species": ["V", "Cl", "Cl", "P", "F", "F", "O", "O", "N", "N", "N", "N", "N", "N", "N", "N", "N", "N", "C", "C", "C", "C", "C", "C", "C", "C", "C", "C", "C", "C", "C", "C", "C", "C", "C", "C", "C", "C", "C", "C", "C", "C", "C", "C", "C", "C", "C", "C", "C", "H", "H", "H", "H", "H", "H", "H", "H", "H", "H", "H", "H", "H", "H", "H", "H", "H", "H", "H", "H", "H", "H", "H", "H", "H", "H"],
  "xyz": [[0.789, -0.390, -0.521], [-0.442, 0.141, 6.461], [-0.950, -2.814, 5.285], [-2.921, -0.345, -0.964], [3.722, 0.075, -0.661], [2.787, 0.634, -2.599], [2.766, -3.302, 1.597], [2.878, 2.580, 3.621], [1.839, 1.258, 1.994], [-2.742, -3.155, -0.880], [-0.935, -2.101, -0.172], [-2.253, 1.177, -3.200], [1.642, -1.943, -1.479], [1.420, 3.786, 0.763], [1.589, -1.356, 1.062], [-3.061, 0.997, 1.496], [-0.470, 0.343, -2.220], [-1.069, 1.035, 0.547], [0.902, 0.582, 4.155], [-0.066, 1.111, -3.283], [-4.066, -3.395, -1.433], [-1.165, 1.635, -3.899], [0.191, -0.343, 4.900], [-4.453, 0.675, 1.752], [0.491, -1.946, 3.164], [2.409, 2.340, 2.485], [2.378, -2.735, -0.679], [2.274, -2.469, 0.824], [-2.277, 1.852, 2.237], [-1.055, 1.871, 1.633], [3.153, -4.025, -2.531], [-0.029, -1.614, 4.404], [-2.286, 0.533, 0.482], [3.142, -3.777, -1.171], [1.363, 0.291, 2.863], [2.497, 3.489, 1.494], [-3.637, 1.549, -3.460], [2.373, -3.230, -3.355], [2.528, 0.642, -1.139], [3.679, 4.223, 1.412], [1.638, -2.207, -2.793], [-1.846, -4.116, -0.483], [2.662, 5.545, -0.292], [3.771, 5.246, 0.492], [-1.788, 0.402, -2.188], [1.513, 4.801, -0.100], [-2.141, -1.950, -0.673], [-0.736, -3.451, -0.047], [1.172, -1.027, 2.381], [1.031, -1.554, -3.404], [-2.634, 2.308, 3.145], [1.078, 1.568, 4.557], [-1.268, 2.304, -4.738], [-4.842, -3.026, -0.765], [0.618, 5.023, -0.675], [3.712, -4.355, -0.456], [2.642, 1.699, -0.898], [-4.177, -2.910, -2.400], [-3.653, 2.198, -4.331], [-4.194, -4.466, -1.564], [-0.166, 2.428, 1.881], [2.688, 6.334, -1.033], [-5.120, 1.239, 1.101], [-4.061, 2.086, -2.615], [3.759, -4.821, -2.946], [2.345, -3.379, -4.426], [4.690, 5.810, 0.383], [-2.084, -5.165, -0.523], [-4.248, 0.672, -3.659], [0.981, 1.218, -3.517], [0.355, -2.954, 2.794], [-4.678, 0.915, 2.787], [-4.628, -0.389, 1.602], [4.495, 3.957, 2.069], [0.179, -3.861, 0.351]],
  "mulliken_spin": [2.800, 0.000, 0.000, 0.002, 0.011, 0.010, 0.027, 0.001, 0.017, 0.005, -0.042, 0.010, -0.116, 0.004, 0.028, 0.003, -0.040, 0.047, 0.000, 0.041, 0.002, -0.006, 0.001, 0.001, -0.036, 0.022, 0.095, 0.003, -0.012, 0.010, 0.043, 0.004, 0.011, -0.014, -0.019, -0.005, 0.001, -0.022, -0.039, 0.001, 0.109, -0.009, 0.000, 0.000, 0.060, 0.000, 0.019, 0.025, 0.001, 0.000, 0.000, 0.000, 0.000, 0.000, 0.000, 0.000, -0.066, 0.000, 0.000, 0.000, 0.006, 0.000, 0.000, 0.000, 0.005, -0.001, 0.000, 0.000, 0.000, 0.002, -0.001, 0.000, 0.000, 0.000, -0.001],
  "multiplicity": 4,
  "relative_energy_kcal_mol": 18.11,
  "largest_force_ev_per_a": 1.86,
  "total_charge": -1,
  "homo_lumo_gap_ev": [4.9295, 5.4305]
}